{"formula": "C52H132N8O20", "method": "the ωB97M-V functional and the def2-TZVPD basis", "total_energy_ha": -4002.7257, "homo_ev": -8.189, "molar_mass_g_mol": 1189.664, "smiles": "COCCNCCOC.COCCNCCOC.COCCNCCOC.COCCNCCOC.COCCNCCOC.COCCNCCOC.COCCNCCOC.COCCNCCOC.OCCO.OCCO", "e_above_lowest_kcal_mol": 74.5, "elements": ["C", "O", "C", "C", "N", "C", "C", "O", "C", "H", "H", "H", "H", "H", "H", "H", "H", "H", "H", "H", "H", "H", "H", "H", "C", "O", "C", "C", "N", "C", "C", "O", "C", "H", "H", "H", "H", "H", "H", "H", "H", "H", "H", "H", "H", "H", "H", "H", "C", "O", "C", "C", "N", "C", "C", "O", "C", "H", "H", "H", "H", "H", "H", "H", "H", "H", "H", "H", "H", "H", "H", "H", "C", "O", "C", "C", "N", "C", "C", "O", "C", "H", "H", "H", "H", "H", "H", "H", "H", "H", "H", "H", "H", "H", "H", "H", "C", "O", "C", "C", "N", "C", "C", "O", "C", "H", "H", "H", "H", "H", "H", "H", "H", "H", "H", "H", "H", "H", "H", "H", "C", "O", "C", "C", "N", "C", "C", "O", "C", "H", "H", "H", "H", "H", "H", "H", "H", "H", "H", "H", "H", "H", "H", "H", "C", "O", "C", "C", "N", "C", "C", "O", "C", "H", "H", "H", "H", "H", "H", "H", "H", "H", "H", "H", "H", "H", "H", "H", "C", "O", "C", "C", "N", "C", "C", "O", "C", "H", "H", "H", "H", "H", "H", "H", "H", "H", "H", "H", "H", "H", "H", "H", "C", "C", "O", "O", "H", "H", "H", "H", "H", "H", "C", "C", "O", "O", "H", "H", "H", "H", "H", "H"], "xyz": [[5.115556, -7.981126, -1.439183], [4.043182, -7.074292, -1.677740], [3.973120, -6.562098, -3.034997], [2.977386, -5.392342, -3.121016], [3.042916, -4.509766, -1.905029], [4.182830, -3.581295, -2.013104], [4.354656, -2.752217, -0.697134], [3.418849, -1.708915, -0.519873], [3.399355, -1.120576, 0.786220], [4.864319, -8.871955, -2.014862], [4.980613, -8.288606, -0.402188], [6.128403, -7.661044, -1.683692], [3.645049, -7.278092, -3.788550], [4.915715, -6.092810, -3.316738], [1.992597, -5.838220, -3.260613], [3.081655, -4.783561, -4.019131], [3.184192, -5.125158, -1.116722], [3.890678, -2.929524, -2.836477], [5.133167, -4.090383, -2.173707], [5.319421, -2.246380, -0.735404], [4.426333, -3.424314, 0.158001], [3.444591, -1.858597, 1.587077], [2.512698, -0.492947, 0.875712], [4.221018, -0.407370, 0.720576], [-3.675627, 0.542655, -1.479707], [-4.799746, -0.082470, -0.916089], [-5.536441, 0.692343, 0.027446], [-6.733756, -0.042814, 0.736016], [-6.183484, -1.128939, 1.526389], [-7.225383, -2.075652, 1.935676], [-6.549239, -3.249524, 2.719023], [-5.887797, -4.030932, 1.706304], [-5.262108, -5.214164, 2.286267], [-2.822426, 0.423526, -0.811904], [-3.874350, 1.580335, -1.747710], [-3.412629, 0.136288, -2.456335], [-5.822337, 1.674488, -0.349082], [-4.845010, 0.914418, 0.840280], [-7.420776, -0.403790, -0.029361], [-7.330646, 0.636838, 1.344211], [-5.597876, -1.653004, 0.891933], [-7.917449, -2.427015, 1.170369], [-7.870105, -1.450296, 2.553219], [-7.365492, -3.874742, 3.080874], [-5.964336, -2.862759, 3.553540], [-4.985136, -5.973315, 1.554778], [-5.918303, -5.776233, 2.950794], [-4.288293, -4.929080, 2.684399], [5.809254, 4.676896, 1.879059], [5.217470, 4.627338, 3.158895], [3.817275, 4.222712, 3.159908], [3.519102, 3.297488, 4.332120], [2.079460, 3.043418, 4.378898], [1.859890, 2.048852, 5.457235], [2.353125, 0.618095, 5.159494], [3.783076, 0.420299, 5.501460], [4.116909, -0.915202, 5.203622], [5.129274, 5.113207, 1.147377], [6.132219, 3.692920, 1.539065], [6.659009, 5.330549, 2.075906], [3.522909, 3.655568, 2.276848], [3.186202, 5.109765, 3.214554], [3.846764, 3.759039, 5.263629], [4.047574, 2.356357, 4.180128], [1.684930, 3.950457, 4.583153], [0.786285, 1.898436, 5.570626], [2.225613, 2.413952, 6.416948], [2.276992, 0.348454, 4.106129], [1.728963, -0.145615, 5.623457], [3.787127, -1.696110, 5.888838], [5.184600, -1.091116, 5.072551], [3.731699, -1.240516, 4.237244], [-7.532637, 7.462664, -1.765319], [-6.493247, 6.463104, -2.007910], [-5.986596, 5.862774, -0.810046], [-4.972740, 4.681982, -1.148834], [-3.715961, 5.215434, -1.521283], [-2.614922, 4.294852, -1.441490], [-1.416663, 4.806216, -2.319888], [-1.737462, 4.502096, -3.659812], [-0.785130, 4.986046, -4.559212], [-7.027607, 8.298198, -1.280633], [-8.278934, 7.018429, -1.106682], [-8.012871, 7.872633, -2.653809], [-6.757408, 5.453225, -0.157197], [-5.517466, 6.709327, -0.308689], [-5.337485, 3.986161, -1.904419], [-4.846566, 4.095858, -0.238542], [-3.846299, 5.543592, -2.467556], [-2.855251, 3.280155, -1.758870], [-2.289039, 4.277489, -0.401497], [-0.530255, 4.259401, -1.998373], [-1.204479, 5.870023, -2.213194], [-1.048113, 4.695622, -5.576360], [0.218091, 4.590618, -4.400193], [-0.702702, 6.062226, -4.407113], [5.447305, -3.825712, -6.084028], [4.191065, -3.402136, -5.532517], [3.467938, -2.396705, -6.259951], [2.086247, -2.167318, -5.581899], [1.316139, -1.267936, -6.443585], [-0.089732, -1.376695, -6.002006], [-0.458146, -0.767879, -4.587029], [-0.001035, 0.549907, -4.428377], [-0.729735, 1.379565, -3.542848], [5.279054, -4.700073, -6.712751], [6.070487, -4.137272, -5.245764], [5.948963, -3.041865, -6.651503], [3.372185, -2.827330, -7.256697], [4.121474, -1.540323, -6.426126], [2.340741, -1.808677, -4.584546], [1.662893, -3.171691, -5.571250], [1.344260, -1.739491, -7.336305], [-0.327809, -2.440101, -6.026577], [-0.727254, -0.860412, -6.719721], [-0.134843, -1.442678, -3.794428], [-1.548002, -0.758018, -4.601692], [-0.961085, 0.911598, -2.585985], [-1.690056, 1.735465, -3.915980], [-0.056836, 2.207260, -3.318733], [6.583864, -1.519080, -3.476151], [6.075749, -0.319743, -4.102370], [4.749012, -0.072309, -3.638616], [4.335755, 1.363152, -3.685200], [2.882487, 1.656399, -3.474608], [2.461376, 1.299641, -2.043481], [2.922873, 2.313745, -0.965181], [2.218634, 3.573095, -1.205663], [2.724458, 4.739411, -0.568118], [7.527699, -1.747357, -3.971304], [5.927969, -2.387991, -3.529902], [6.798836, -1.360431, -2.419399], [4.697066, -0.176449, -2.554847], [4.051921, -0.697320, -4.196771], [4.709832, 1.728697, -4.641521], [4.977538, 1.934332, -3.014407], [2.813968, 2.664067, -3.477990], [2.788472, 0.303373, -1.745884], [1.372661, 1.293830, -2.096129], [4.006145, 2.407210, -1.041947], [2.861813, 2.052176, 0.091208], [3.105172, 4.514542, 0.428167], [1.922255, 5.472984, -0.487874], [3.531667, 5.155529, -1.170906], [-2.209183, -1.260327, 2.647915], [-0.957665, -1.886656, 2.404164], [-0.669333, -2.913680, 3.233735], [0.549860, -3.570179, 2.683977], [0.288688, -4.534238, 1.549497], [1.286092, -5.572232, 1.536128], [0.895513, -6.697999, 0.589910], [1.743469, -7.797248, 0.864423], [1.589659, -8.889498, -0.113414], [-2.303170, -0.724041, 3.592195], [-3.055489, -1.940864, 2.741453], [-2.531181, -0.590945, 1.850195], [-1.428805, -3.655107, 3.481911], [-0.265675, -2.437800, 4.127428], [0.999521, -4.066593, 3.543896], [1.259752, -2.839086, 2.297110], [0.144479, -4.060128, 0.669424], [1.404308, -6.149632, 2.453058], [2.251934, -5.118569, 1.313760], [0.961491, -6.459410, -0.471613], [-0.082394, -7.160492, 0.723689], [0.577813, -9.294804, -0.112640], [2.134817, -9.793526, 0.157914], [1.819280, -8.528248, -1.115852], [-6.308501, 6.905048, 3.839392], [-5.235934, 6.012069, 3.780610], [-5.346550, 4.854528, 2.980144], [-3.947514, 4.419632, 2.578715], [-2.948758, 4.119723, 3.675117], [-3.276189, 2.892443, 4.435360], [-2.035077, 2.420154, 5.345360], [-2.473129, 1.190910, 5.915738], [-1.581748, 0.349281, 6.573284], [-6.456729, 7.389505, 2.874286], [-6.235963, 7.792931, 4.467488], [-7.277853, 6.504301, 4.135779], [-6.012044, 5.036505, 2.136277], [-5.918456, 4.127619, 3.556881], [-3.493447, 5.158245, 1.918128], [-4.047287, 3.606530, 1.859671], [-2.974987, 4.879343, 4.340243], [-3.619137, 2.019690, 3.879677], [-4.172193, 3.084470, 5.025629], [-1.850397, 3.166749, 6.117750], [-1.135440, 2.276532, 4.746915], [-0.758366, 0.813068, 7.116470], [-1.066147, -0.308047, 5.873163], [-2.086166, -0.296687, 7.291879], [-0.961578, -1.773074, -0.829772], [0.460836, -2.416932, -0.883378], [0.268530, -3.797059, -1.193482], [-1.603058, -2.025768, -2.010046], [-0.849111, -0.696363, -0.702690], [-1.526444, -2.161077, 0.017851], [0.972841, -2.363451, 0.077405], [1.120613, -2.006837, -1.647978], [1.111069, -4.169284, -1.463988], [-1.583189, -2.968788, -2.188676], [0.218281, 1.159916, 2.000607], [-0.689601, 1.967473, 1.022796], [-0.302256, 2.105873, -0.358379], [1.486023, 1.781501, 2.084635], [0.367793, 0.147251, 1.626110], [-0.231753, 1.144264, 2.993239], [-0.889640, 2.974581, 1.388588], [-1.669757, 1.490830, 1.037009], [0.409417, 2.750110, -0.367301], [1.620246, 1.942667, 3.021446]], "forces_ev_per_angstrom": [[-1.6, -0.8, -0.2], [0.2, 1.0, -1.3], [0.2, 1.2, 0.4], [-0.6, -0.2, 1.3], [-0.1, -0.5, -1.1], [-1.5, 0.7, 1.5], [0.6, 0.4, -0.8], [-1.2, -1.0, 0.0], [0.4, 0.5, -1.5], [0.5, -0.3, -0.2], [0.5, 0.3, 0.1], [-0.1, 0.5, 0.1], [0.4, -0.5, 0.2], [0.6, -0.6, 0.0], [-0.4, 0.2, 0.6], [0.6, -0.1, 0.0], [0.1, -0.2, 0.2], [0.6, 0.2, -0.1], [0.2, 0.0, -0.3], [0.6, -0.2, -0.2], [-0.4, -0.2, 0.3], [0.2, 0.0, 0.0], [-0.3, -0.3, 0.0], [0.5, 0.0, 1.1], [0.0, 0.4, -0.2], [-1.6, -0.6, -0.1], [0.3, 0.1, 1.2], [1.3, 0.1, -1.5], [-0.4, -0.7, -0.6], [0.8, 0.5, 1.5], [-1.9, 0.3, -1.9], [0.7, -0.9, 1.2], [0.2, 0.6, -0.9], [0.2, 0.4, 0.0], [0.0, 0.3, 0.6], [-0.2, -0.8, 0.2], [-0.3, 0.0, -0.5], [0.2, 0.2, 0.4], [-0.2, -0.2, -0.3], [0.4, 0.3, 0.2], [0.5, 0.0, -0.1], [0.4, -0.4, -0.6], [-0.2, -0.4, 0.7], [0.0, -0.1, 0.5], [0.5, -0.2, -0.2], [-0.4, 0.5, -0.8], [0.0, 0.5, 0.5], [-0.2, 0.0, 0.8], [0.0, 0.4, 0.7], [-1.8, -0.8, 0.3], [0.9, -0.2, 0.3], [0.5, 0.5, -0.7], [1.0, -1.1, 0.8], [-0.8, -0.3, -0.2], [1.7, 0.3, -0.2], [-1.6, -0.4, 0.0], [0.5, -0.8, -0.8], [0.1, 0.1, -0.1], [0.1, -0.1, -0.1], [0.2, -0.1, -0.7], [0.3, 0.1, -0.3], [0.0, 0.3, 0.0], [0.3, -0.1, 0.2], [0.0, 0.1, 0.2], [-0.7, -0.2, 0.3], [-0.1, 0.3, 0.1], [0.3, -0.2, 0.2], [-0.1, 0.4, -0.4], [0.1, 0.1, 0.7], [-0.4, 0.4, 0.6], [0.2, 0.7, 0.4], [-0.4, 0.2, -0.4], [1.5, -0.8, 0.7], [-1.2, -0.1, -0.6], [0.5, -0.4, -1.1], [-1.3, 1.2, 1.1], [0.3, 0.9, -0.7], [1.4, 1.1, -0.6], [-1.0, -1.2, 0.7], [-0.3, -0.3, 0.0], [0.4, 0.2, 0.0], [-0.2, 0.2, 0.3], [-0.2, 0.2, 0.1], [0.4, -0.7, -0.3], [-0.5, 0.0, -0.1], [0.6, -0.4, 0.6], [-0.7, 0.0, -0.1], [-0.1, 0.0, 0.3], [0.5, 0.2, -0.3], [0.1, -0.1, -0.1], [0.1, -0.3, 0.1], [0.3, -0.1, -0.1], [-0.3, 0.3, 0.2], [-0.3, 0.3, 0.1], [0.2, -0.3, 0.3], [0.0, 0.3, -0.5], [-1.0, 0.1, 0.3], [0.3, 0.3, 0.6], [0.6, -1.1, -0.4], [2.5, -0.1, -1.5], [-0.3, -0.3, 1.5], [0.0, 1.3, 0.5], [0.0, -0.5, -1.4], [0.2, 0.0, -0.3], [0.3, -0.3, 0.4], [0.1, 0.0, -0.3], [0.1, 0.1, 0.0], [0.0, 0.1, 0.0], [-0.7, 0.1, -0.5], [-0.3, 0.6, 0.5], [-0.8, 0.2, 0.1], [-0.4, -0.2, 0.6], [0.0, 0.2, -0.4], [-0.6, -0.2, 0.4], [0.1, 0.0, -0.2], [0.1, 0.2, 0.2], [-0.3, -0.3, 0.3], [0.2, -0.4, 0.2], [0.0, 0.1, -0.5], [-0.3, 0.2, -0.2], [0.4, 0.7, -0.4], [-0.3, -0.6, 0.7], [-0.3, 0.0, 1.0], [0.4, 1.6, -1.3], [1.4, -1.1, 1.7], [-0.2, 0.9, -0.5], [0.3, 0.6, -0.6], [0.0, -0.8, 0.1], [0.2, -0.6, -0.2], [-0.1, 0.0, -0.1], [-0.3, 0.2, -0.4], [0.0, 0.3, 0.2], [0.1, -1.5, 0.2], [-0.2, -0.1, 0.3], [-0.7, 0.3, -0.5], [0.1, -0.1, 0.6], [-0.2, 0.3, -0.4], [0.0, 0.0, -0.3], [0.1, -0.1, 0.4], [0.4, 0.6, -0.6], [-1.0, -0.5, 0.0], [-0.1, 0.0, 0.1], [0.0, -0.1, -0.1], [0.2, 0.2, 0.0], [-0.9, -0.1, 0.2], [-2.5, 1.9, -1.9], [2.0, -0.2, 1.2], [0.1, -1.7, -1.6], [-0.7, 0.3, 3.0], [-0.6, -0.5, -1.0], [0.3, -1.1, -0.8], [1.2, -2.0, -1.0], [-0.5, 1.0, 1.0], [0.8, 0.4, 0.3], [0.1, -0.8, -0.3], [0.7, 0.0, -0.2], [-0.4, 0.2, -0.3], [-0.4, -0.2, 1.1], [0.3, -0.5, -0.3], [0.1, 0.5, 0.4], [0.3, -0.4, 0.0], [-0.3, 0.7, 0.6], [0.6, -0.4, -0.4], [0.1, 0.4, -0.2], [-0.7, 1.1, 0.4], [-0.6, 0.5, 0.0], [0.8, 0.6, 0.2], [0.2, -0.1, 0.0], [-1.1, 0.6, -1.0], [0.7, 0.9, 1.0], [-0.6, 0.3, 0.6], [0.7, -0.1, 0.1], [-1.1, -1.1, -1.2], [0.9, 0.2, 1.0], [-2.0, -0.1, -0.7], [-0.7, 0.4, 0.1], [1.0, -0.5, 0.0], [-0.1, -0.2, -0.6], [1.2, -0.4, 0.6], [0.0, -0.7, 0.0], [0.3, 0.2, -0.6], [0.3, -0.6, 0.2], [-0.1, 0.6, 0.3], [0.1, -0.7, 0.5], [-0.1, 0.3, -0.1], [0.6, 0.2, -0.8], [0.2, 0.0, 0.8], [0.2, 0.1, 0.2], [0.0, 0.1, -0.3], [-0.1, 0.7, 0.2], [0.0, -0.3, -0.4], [-0.4, 0.2, -0.1], [2.0, -0.4, 0.8], [-0.6, -0.2, 0.1], [-1.1, 0.0, -0.1], [-1.2, 0.2, -1.5], [0.0, 0.1, 0.0], [0.1, -0.1, 0.2], [0.0, 0.4, 0.1], [-0.2, 0.5, 0.0], [0.8, 0.0, -0.3], [0.1, -0.2, 0.1], [0.1, 0.9, -1.7], [-0.5, -0.1, 0.2], [-0.1, -0.8, 1.2], [0.1, -0.5, -0.6], [-0.4, -0.2, 0.0], [-0.4, -0.2, 0.0], [0.3, 0.1, 0.5], [-0.1, -0.2, -0.2], [0.5, 0.2, -0.3], [0.5, 1.0, 0.3]], "lowdin_charge": [-0.0936, -0.2185, -0.1887, -0.1633, -0.0468, -0.1663, -0.1932, -0.2353, -0.0749, 0.0832, 0.0900, 0.0870, 0.1231, 0.1052, 0.1085, 0.0944, 0.0852, 0.0989, 0.1147, 0.1025, 0.1174, 0.0793, 0.0705, 0.0928, -0.1001, -0.1749, -0.1962, -0.1993, -0.0672, -0.2078, -0.2034, -0.2003, -0.0866, 0.0702, 0.0643, 0.0864, 0.1031, 0.1013, 0.1115, 0.1145, 0.0978, 0.1141, 0.1108, 0.1088, 0.1180, 0.0787, 0.0819, 0.0766, -0.1078, -0.1856, -0.1873, -0.1926, -0.0685, -0.1654, -0.1576, -0.1800, -0.1357, 0.0676, 0.0877, 0.0911, 0.0934, 0.1262, 0.1276, 0.1226, 0.1244, 0.0768, 0.1250, 0.1047, 0.1157, 0.0862, 0.0885, 0.0670, -0.0793, -0.2143, -0.1981, -0.2029, -0.0734, -0.1799, -0.1942, -0.2017, -0.1174, 0.0782, 0.0786, 0.0819, 0.0971, 0.1137, 0.1208, 0.0854, 0.1171, 0.0921, 0.1055, 0.0952, 0.1208, 0.0948, 0.0804, 0.0849, -0.0857, -0.2528, -0.2018, -0.2036, -0.0470, -0.1802, -0.2035, -0.1725, -0.1026, 0.0836, 0.0754, 0.0905, 0.1146, 0.1192, 0.1053, 0.1148, 0.0959, 0.1032, 0.1100, 0.0945, 0.1136, 0.0628, 0.0912, 0.0728, -0.0904, -0.1603, -0.2326, -0.2141, 0.0054, -0.1403, -0.1713, -0.2240, -0.0828, 0.0899, 0.0474, 0.0798, 0.1068, 0.1068, 0.1172, 0.1049, 0.0868, 0.0921, 0.0752, 0.1071, 0.0928, 0.0482, 0.0910, 0.0892, -0.0800, -0.1877, -0.2764, -0.1766, -0.0245, -0.2117, -0.2283, -0.2114, -0.0779, 0.0781, 0.0828, 0.0759, 0.1343, 0.1138, 0.1172, 0.0992, 0.0554, 0.1210, 0.1110, 0.1034, 0.1240, 0.0753, 0.0818, 0.0724, -0.1261, -0.1828, -0.2156, -0.1827, -0.0399, -0.1737, -0.1698, -0.1987, -0.1301, 0.0794, 0.0845, 0.0849, 0.1028, 0.1198, 0.1111, 0.0937, 0.0950, 0.1091, 0.1062, 0.1184, 0.0825, 0.0796, 0.0649, 0.0912, -0.2377, -0.1917, -0.1067, -0.0594, 0.1018, 0.1102, 0.0877, 0.1121, 0.0355, 0.0949, -0.2038, -0.1930, -0.0755, -0.1048, 0.0961, 0.1063, 0.1109, 0.0889, 0.0467, 0.0014]}